<i>
Density functional theory data (ωB97M-V with the def2-TZVPD basis set) for a 2-piece molecular cluster, C3H3N3O overall.

```
10
Properties=species:S:1:pos:R:3:mulliken_charge:R:1
O -2.39954 -1.17119 0.74460 -0.4970
C -1.39212 -0.54062 0.52450 0.0342
C 1.04622 -0.51649 0.20199 0.3985
N -0.58502 2.51441 -0.80226 -0.1213
C -0.08895 -1.18748 0.31941 -0.3730
H -1.41464 0.56254 0.45315 0.2750
N 0.30784 2.10199 -1.29640 0.1037
H 2.49086 0.42169 -0.65600 0.3107
N 2.10414 0.08552 0.22278 -0.4622
H -0.06877 -2.27037 0.28824 0.3312
```

As for the LUMO energy: 0.6 eV. As for the spin multiplicity: 1. The value obtained for the frontier orbital gap is 10.4 eV.

---

<ii>
Density functional theory data (ωB97M-V with the def2-TZVPD basis set) for one molecule with the formula C3H3N3O.

```
10
Properties=species:S:1:pos:R:3:mulliken_charge:R:1
N -1.28969 0.76720 -0.46403 -0.5168
C 0.08750 0.78347 -0.45739 0.0330
O 2.76678 0.96339 0.10666 -0.4987
H -3.30116 -1.50594 0.54268 0.3000
C 2.12755 -0.06178 0.17025 0.1318
N -2.36526 -1.15993 0.56749 -0.4102
H 0.54544 1.65402 -0.92795 0.3855
C -1.88581 -0.20762 0.01110 0.7205
H 2.57588 -1.04814 0.38083 0.3562
N 0.73878 -0.18466 0.07035 -0.5014
```

As for the LUMO energy: 0.0 eV. As for the spin multiplicity: 1. The value obtained for the frontier orbital gap is 10.0 eV.

---

<iii>
Density functional theory data (ωB97M-V with the def2-TZVPD basis set) for one molecule with the formula C3H3N3O.

```
10
Properties=species:S:1:pos:R:3:mulliken_charge:R:1
C -0.23988 -0.78330 -0.02456 -0.5052
H -2.25979 -1.54929 0.18204 0.3117
N 0.14792 1.65140 0.14913 0.2712
C 0.63080 0.24682 0.04158 0.6378
N 1.95425 0.49284 -0.11668 -0.5756
H 2.50005 -0.26962 -0.52902 0.2025
C -1.65864 -0.62859 0.31307 0.0585
H 0.11121 -1.74902 -0.37939 0.2915
O -2.18670 0.40185 0.68228 -0.5152
N 1.04133 2.21923 -0.34087 -0.1773
```

As for the LUMO energy (spin up / spin down): -1.5 / -1.5 eV. As for the spin multiplicity: 1. The value obtained for the frontier orbital gap (spin up / spin down) is 7.6 / 7.6 eV.

---

<iv>
Density functional theory data (ωB97M-V with the def2-TZVPD basis set) for C3H3N3O as an isolated structure.

```
10
Properties=species:S:1:pos:R:3:mulliken_charge:R:1
N 0.56998 -0.89714 1.75306 -0.8958
H 0.19254 -0.28977 2.49906 0.2884
N -0.73447 1.12767 -1.03527 -0.5466
H 1.10874 -1.71636 -0.76708 0.4527
C -0.79219 1.22390 0.24390 0.6477
O -1.14953 1.78114 1.21761 -0.4352
C -0.02621 0.04047 -1.47279 -0.2589
N 0.24265 -0.36326 0.68434 0.4660
C 0.53272 -0.82197 -0.57532 -0.1237
H 0.05577 -0.08467 -2.54752 0.4055
```

As for the LUMO energy: -0.9 eV. As for the spin multiplicity: 1. The value obtained for the frontier orbital gap is 8.3 eV.

---

Energetically preferred structure: <i> | next structure: +78.9 kJ/mol